Computed, not measured: C4H14N4O as an isolated structure, with ωB97M-V/def2-TZVPD.

Calculated values
Relative energy (zero: lowest compared OMol25 entry of this formula, charge and spin) ... 117.5 kcal/mol
E ... -454.87753 hartree
HOMO ... -5.7154 eV
Maximum force ... 2.506 eV/A

The geometry in XYZ format:
```
23
Properties=species:S:1:pos:R:3:forces:R:3
C -1.456170 0.357194 0.695729 -0.52 -1.99 -1.15
C -1.597957 1.532331 -0.228010 0.19 0.22 -0.06
N -0.661390 -1.150088 -0.055183 -0.12 0.46 0.98
N -1.352305 -2.095831 -0.895855 -0.47 0.73 0.48
H -0.474012 -1.652598 0.814232 -0.05 0.15 -0.07
H -2.312512 -2.167657 -0.563756 0.03 -0.13 -0.30
H -1.336372 -1.688316 -1.827872 -0.10 0.01 0.07
H -2.417309 -0.161528 0.759545 0.01 0.03 0.13
H -1.135441 0.598550 1.705308 0.56 -0.36 -0.25
H -2.545562 2.048720 -0.039080 -0.05 -0.24 0.07
H -0.822130 2.280307 -0.083812 0.19 -0.24 -0.21
H -1.617567 1.204391 -1.268348 0.05 0.09 -0.04
C 1.422069 0.092334 0.425294 -0.15 -0.67 -0.76
N 1.611873 1.433083 -0.036023 0.01 0.47 -0.52
N 2.227799 -0.352625 1.510194 0.36 -0.37 0.17
C 0.952224 -0.843795 -0.579587 0.54 2.31 0.80
O 0.700258 -0.318650 -1.848932 -0.03 0.11 0.41
H 0.626197 0.640333 -1.651931 0.25 -0.17 -0.21
H 1.530825 2.120473 0.704970 -0.12 -0.15 -0.08
H 2.509698 1.603030 -0.490280 0.09 -0.06 0.16
H 2.948542 -1.033439 1.278481 -0.02 0.08 0.18
H 1.712228 -0.647699 2.327614 0.18 -0.11 -0.05
H 1.487014 -1.798521 -0.652700 -0.82 -0.17 0.25
```
Positions in Å, forces in eV/Å.